ORCA calculation (ωB97M-V/def2-TZVPD) on a molecular structure, C20H47Ba2CuN3O12Sr at a distorted geometry.

Results
maximum force: 4.829 eV/Å
LUMO (spin up / spin down): -18.16 / -18.16 eV
charge: +6
Kohn-Sham gap (spin up / spin down): 1.46 / 1.46 eV
spin multiplicity: 2

```
86
Properties=species:S:1:pos:R:3:forces:R:3:lowdin_spin:R:1
Ba 1.461480 3.247950 2.285194 -2.3968 -0.9925 0.9081 0.000
Ba 2.384361 4.285870 -2.089620 -1.3049 1.2587 -2.0622 0.000
Sr 4.713499 0.776574 -1.975124 -0.1160 -1.2787 -0.6072 0.000
Cu -0.391069 -1.547289 1.638208 -0.9342 -0.9611 -0.2173 0.000
O -2.814147 -4.717547 5.657541 -0.1761 -0.9248 1.5141 0.660
O 1.168237 0.031923 -0.206947 1.8650 0.2462 -2.1058 0.000
O 0.385042 3.476541 -4.375532 0.5851 -1.2742 2.4686 0.000
O 1.290129 -2.371925 2.797155 -0.9134 0.1169 -0.7486 0.000
O 4.072788 6.445891 -2.313950 0.6037 -1.3815 2.9007 0.000
O -1.550230 0.365606 3.819229 0.4728 -0.6041 0.8333 0.000
O 2.289350 1.200031 -1.839370 2.9762 -1.3397 -1.1929 0.000
O -2.557694 -0.828606 0.342441 0.9969 0.5041 0.2481 0.000
O -0.156648 0.703115 2.120882 1.9326 -0.9803 -1.3946 0.000
O -1.209903 2.352888 3.088663 1.3058 2.6789 -0.1117 0.000
O -2.417995 -4.770365 -1.467255 -1.0135 1.6794 4.4125 0.000
O 1.220314 2.203361 -0.305611 -0.1884 3.5217 2.2270 0.000
N 0.574289 -3.140980 0.164272 0.5739 -1.0081 -1.2944 0.000
N 2.170509 5.683617 -4.527566 1.1047 -0.0698 2.3069 0.000
N -2.373395 -2.128822 2.900371 0.8074 -2.0880 0.5874 0.002
C 2.222990 -2.606716 1.770043 1.7885 -1.4891 0.4089 0.000
C -2.153495 -5.443294 -2.596683 2.4059 -0.0665 -3.0456 0.000
C -3.255266 -3.754581 4.786531 0.8350 1.5092 -1.7000 0.101
C 3.914448 7.244866 -3.464454 -0.1672 0.6388 -0.5128 0.000
C -0.956919 1.159220 2.965303 0.0770 0.4364 -1.4350 0.000
C 1.830111 4.862262 -5.696220 -1.4908 0.1486 -0.1603 0.000
C -3.658571 -2.139202 2.251427 -0.5139 3.1186 -1.7332 0.001
C -2.140776 -3.302242 3.800800 0.9241 -0.0965 -0.1691 0.004
C -2.445273 0.379137 -0.471683 -1.6477 -0.5340 0.7604 0.000
C -1.580819 -3.684709 -0.958369 0.1852 -2.5782 -1.1367 0.000
C 1.650035 -2.079396 4.135338 1.6951 0.5226 0.1092 0.000
C 1.762537 -3.685097 0.879441 -1.6879 -0.8063 -0.2824 0.000
C 0.374100 2.071805 -4.550315 -0.8641 -1.2709 0.5881 0.000
C 3.625793 6.226544 -4.557983 -2.1192 0.0537 -1.4264 0.000
C -3.669816 -0.880440 1.271337 -0.0498 -0.6751 -0.5645 0.001
C 0.412244 4.204567 -5.546980 1.6174 1.0040 -1.6512 0.000
C 4.638982 7.060646 -1.081105 -0.5194 1.3427 -0.9328 0.000
C 1.587970 1.137975 -0.795320 -1.2639 -0.7291 0.2758 0.000
C -3.717066 -5.059903 6.758355 -0.7006 0.3047 -0.8912 0.071
C -0.189513 -4.252660 -0.509258 -2.3675 0.7425 1.5767 0.000
H -1.577259 1.072571 4.468129 -1.5823 -0.3101 1.8344 0.000
H 4.284917 5.359712 -4.510404 0.3927 0.1936 -0.1560 0.000
H -0.414818 -4.897824 0.339918 -0.0865 -0.5108 -0.3119 0.000
H 1.026584 -2.708710 -0.628630 -0.1995 0.8911 -0.2150 0.000
H 0.252638 -4.856014 -1.302093 0.6535 0.4797 0.0683 0.000
H 3.513414 6.609238 -5.572388 1.7239 0.5752 -0.0127 0.000
H -4.031898 -2.985209 1.674358 0.7957 -0.4899 0.3555 0.000
H -2.112290 -3.279568 -0.097270 0.0459 -0.0207 -0.1867 0.000
H -3.405240 0.597567 -0.939508 -0.0375 -0.6549 -0.7565 0.000
H 1.482254 -4.574553 1.443716 -0.1114 0.0321 0.0752 0.000
H -0.405592 4.924749 -5.570974 0.0894 0.0672 0.0507 0.000
H 2.560495 4.065720 -5.838158 0.1945 0.0320 0.0182 0.000
H -2.385320 1.322497 0.071065 0.8876 -0.0729 0.8452 0.000
H -3.719585 -6.126783 6.981687 0.6081 -0.0714 -0.2298 0.017
H -4.415965 -1.818306 2.966615 -0.4946 -0.4282 0.0301 0.000
H -2.718454 -6.330237 -2.883473 -1.0536 0.5205 0.7767 0.000
H 3.173945 -3.025366 2.099464 0.2779 0.6448 0.8667 0.000
H 0.711385 0.382601 0.561116 -1.3498 -0.2631 1.3837 0.000
H 2.735561 -2.004585 4.199747 0.1902 0.1993 -0.0337 0.000
H 1.789252 5.491493 -6.585331 0.3001 -0.1208 -0.2791 0.000
H -1.154862 -5.879305 -2.623516 0.6023 0.0363 0.1742 0.000
H -4.135241 -4.178172 4.302465 -0.5532 -0.0093 -0.1518 0.047
H 2.424948 -1.827986 1.034590 -0.0721 1.2764 0.6551 0.000
H 2.543598 -4.002123 0.188395 0.1689 0.0677 -0.0591 0.000
H 1.439371 -2.848527 4.878413 -0.7132 -0.1670 -0.4039 0.000
H -4.573261 -0.984119 0.670389 -0.2226 0.3829 0.1510 0.000
H -4.714470 -4.710329 6.491712 -0.0171 0.0066 0.0449 0.008
H 1.239294 -1.105636 4.402153 -0.2437 -0.1529 0.1861 0.000
H 4.849807 6.333068 -0.297355 -0.2734 -0.3451 -0.2982 0.000
H 3.968219 7.852872 -0.748610 -0.4598 -0.3191 0.2926 0.000
H 3.139140 7.991400 -3.292168 -0.7226 -0.2513 -0.1976 0.000
H -2.276850 -1.236404 3.363381 -0.1777 -0.3853 0.4757 0.000
H 0.239409 1.547794 -3.604084 -0.0102 0.5564 0.6045 0.000
H -1.786210 -4.135684 3.194383 -0.4018 -0.1445 -0.1447 0.001
H -3.667446 0.048311 1.841879 -0.2165 0.0802 0.1681 0.000
H 5.547437 7.644882 -1.227696 0.3740 -0.5245 -0.6596 0.000
H -3.386027 -4.492510 7.628173 0.4841 0.1296 0.2739 0.046
H -2.165278 -4.696729 -3.390798 -0.1747 -0.3255 -0.8352 0.000
H 0.332281 3.528634 -6.398353 -0.3377 0.1521 -0.1712 0.000
H -1.463935 -2.920326 -1.726587 0.0191 0.2691 -0.1845 0.000
H -0.507833 1.711947 -5.080225 0.1349 0.3420 -0.6056 0.000
H -3.525482 -2.833841 5.303544 -0.7865 -0.0580 0.7121 0.041
H 1.272628 1.594288 -4.941117 0.2841 0.5613 -0.6695 0.000
H -1.276790 -3.080504 4.427261 0.0578 0.2351 0.0917 0.001
H 4.757419 7.923112 -3.596661 0.6090 -0.6341 -0.5078 0.000
H -1.642059 0.252545 -1.197575 -0.1626 -0.1687 0.1339 0.000
H 1.667558 6.557734 -4.582765 -0.7498 0.0176 0.0520 0.000
```
Positions in Å, forces in eV/Å.